C25H16Cl3N4O2SbSe4Tc as an isolated structure, computed with ωB97M-V/def2-TZVPD.

Output
**Energy above the lowest of the compared OMol25 structures with the same formula, charge and spin**: 0.0 kcal per mole
**Lowest unoccupied orbital energy**: -4.338 eV
**Charge**: +1
**Gap between HOMO and LUMO**: 6.39 eV
**Electronic energy**: -12639.05868 a.u.
**HOMO level**: -10.7 eV

Each line ends with the natural charge from an NBO analysis.
Positions of all 56 atoms, in Å:
Tc (-0.10854, -0.18678, -1.28462)  0.61
Cl (-3.51812, -4.71517, 2.49270)  0.07
C (-2.49750, -3.39310, 2.08815)  -0.04
C (-2.47462, -2.95053, 0.77232)  -0.22
C (-1.65003, -1.89682, 0.40704)  0.11
N (-1.56136, -1.36222, -0.90817)  -0.55
C (-2.44142, -1.66690, -1.94187)  0.66
O (-3.43689, -2.34043, -1.86318)  -0.53
C (-2.02852, -1.03565, -3.25200)  0.10
C (-2.79484, -1.22689, -4.38104)  -0.19
C (-2.37764, -0.64569, -5.57100)  -0.13
C (-1.20949, 0.09595, -5.57968)  -0.23
C (-0.49323, 0.24121, -4.40241)  0.06
N (-0.89659, -0.30673, -3.25480)  -0.43
C (-0.82890, -1.30475, 1.37639)  0.17
C (-0.90217, -1.70781, 2.69278)  -0.23
C (-1.72279, -2.76534, 3.05469)  -0.06
Cl (-1.76325, -3.25256, 4.70449)  0.06
N (0.01183, -0.18431, 0.93838)  -0.51
C (-0.63216, 1.08243, 1.25125)  0.68
O (-1.46719, 1.22168, 2.09288)  -0.46
C (-0.24193, 2.21043, 0.33684)  0.10
C (-0.24117, 3.51721, 0.77490)  -0.19
C (0.08934, 4.51363, -0.13387)  -0.11
C (0.36861, 4.16986, -1.44736)  -0.22
C (0.29421, 2.84199, -1.82582)  0.09
N (0.00810, 1.87596, -0.94558)  -0.44
H (-3.10767, -3.42803, 0.04386)  0.27
H (-3.69141, -1.82531, -4.30455)  0.26
H (-2.95311, -0.77802, -6.47701)  0.24
H (-0.83965, 0.55498, -6.48540)  0.24
H (0.44784, 0.77707, -4.37547)  0.23
H (-0.34646, -1.20026, 3.46460)  0.25
H (-0.49607, 3.73477, 1.80266)  0.26
H (0.11699, 5.54874, 0.17860)  0.25
H (0.62486, 4.91938, -2.18204)  0.25
H (0.47271, 2.52468, -2.84293)  0.23
Se (4.39511, -1.86473, -3.99791)  -0.23
Sb (5.06684, 0.59199, -4.11622)  0.84
Se (2.08494, -1.85700, -3.95806)  -0.02
Se (1.86966, -1.28491, -1.65477)  0.07
Se (3.08526, 1.81670, -4.04530)  -0.61
Cl (2.53823, 0.43867, 7.26237)  0.04
C (2.23505, 0.26041, 5.57144)  -0.02
C (2.40137, -0.97932, 4.97240)  -0.22
C (2.14573, -1.11375, 3.61804)  -0.20
C (1.72660, -0.02618, 2.85844)  -0.02
C (1.45854, -0.19099, 1.38858)  -0.25
C (1.59537, 1.21356, 3.47543)  -0.22
C (1.83929, 1.36396, 4.83015)  -0.21
H (2.72522, -1.82478, 5.56275)  0.24
H (2.26628, -2.08320, 3.14861)  0.23
H (1.93939, 0.60938, 0.82339)  0.22
H (1.86550, -1.13794, 1.03936)  0.24
H (1.31504, 2.08609, 2.89478)  0.20
H (1.73480, 2.32540, 5.31285)  0.24